No. 1
{"formula": "C32H76ClF3N9O13PSi2", "method": "ωB97M-V with the def2-TZVPD basis set", "e_homo_ev": -8.4, "lumo_energy_ev": 0.25, "orbital_gap_ev": 8.7, "symbols": ["C", "C", "O", "Si", "O", "Si", "C", "C", "O", "C", "F", "F", "F", "P", "O", "Cl", "H", "H", "H", "H", "H", "H", "H", "H", "H", "H", "H", "H", "H", "C", "C", "O", "N", "C", "H", "H", "H", "H", "H", "H", "H", "C", "C", "O", "N", "C", "H", "H", "H", "H", "H", "H", "H", "C", "C", "O", "N", "C", "H", "H", "H", "H", "H", "H", "H", "C", "C", "O", "N", "C", "H", "H", "H", "H", "H", "H", "H", "C", "C", "O", "N", "C", "H", "H", "H", "H", "H", "H", "H", "C", "C", "O", "N", "C", "H", "H", "H", "H", "H", "H", "H", "C", "C", "O", "N", "C", "H", "H", "H", "H", "H", "H", "H", "C", "C", "O", "N", "C", "H", "H", "H", "H", "H", "H", "H", "C", "C", "O", "N", "C", "H", "H", "H", "H", "H", "H", "H"], "positions_angstrom": [[-1.44588, 2.69268, -6.08493], [-2.74836, 2.02805, -5.68656], [-2.44995, 0.81735, -4.98320], [-3.48597, -0.42370, -5.22030], [-2.88987, -1.78288, -4.52504], [-1.65980, -2.57821, -5.34324], [-0.22531, -2.88692, -4.19658], [0.01849, -4.34353, -3.79069], [1.03275, -4.89722, -4.58977], [0.42769, -4.39181, -2.32040], [1.24120, -3.35630, -2.00081], [-0.65343, -4.32958, -1.50639], [1.10379, -5.52791, -2.00288], [-5.50683, 0.25330, -4.46336], [-6.50191, -0.70509, -5.36332], [-5.64451, -0.66029, -2.64089], [-1.51300, 3.13698, -7.06303], [-1.17147, 3.45197, -5.37373], [-0.66722, 1.94916, -6.07910], [-3.30784, 2.67721, -5.03069], [-3.35725, 1.85225, -6.56781], [-3.67141, -0.65635, -6.67461], [-1.20282, -1.70564, -6.44887], [-2.23356, -3.80965, -5.92603], [-0.36066, -2.24928, -3.33373], [0.66512, -2.53501, -4.69466], [-0.84653, -4.96987, -3.93022], [1.85393, -4.44983, -4.36029], [-6.46438, -0.39016, -6.26480], [1.22049, -2.78664, 1.10495], [1.14904, -1.67963, 2.12970], [0.52185, -0.64982, 1.91689], [1.80000, -1.86410, 3.30019], [2.58322, -3.01223, 3.73388], [0.64527, -2.49626, 0.23675], [2.25232, -2.96197, 0.80204], [0.80677, -3.71382, 1.50598], [1.70632, -1.08952, 3.93677], [2.14431, -3.43077, 4.64101], [3.60515, -2.69743, 3.94845], [2.60873, -3.77923, 2.96922], [2.22989, 3.87515, -2.60103], [1.52339, 3.10502, -3.68500], [1.51428, 3.44563, -4.85985], [0.85927, 1.98380, -3.29256], [0.73579, 1.44838, -1.94746], [2.70059, 4.74842, -3.04136], [1.52143, 4.19191, -1.83680], [2.99574, 3.25872, -2.12987], [0.39958, 1.49541, -4.04392], [1.15067, 0.43947, -1.89928], [-0.31495, 1.40139, -1.65528], [1.26099, 2.07887, -1.23795], [-2.64685, -4.97384, 5.66479], [-1.41526, -4.36041, 5.03970], [-0.45101, -4.02491, 5.70803], [-1.41483, -4.19673, 3.69266], [-2.45569, -4.53793, 2.73897], [-2.49005, -5.03718, 6.73561], [-3.52622, -4.35925, 5.47165], [-2.82167, -5.97578, 5.27258], [-0.56594, -3.78256, 3.34281], [-2.07988, -5.25538, 2.00785], [-2.78408, -3.64593, 2.20321], [-3.30883, -4.97332, 3.24527], [-3.80593, 2.76745, 3.66938], [-2.93000, 3.29839, 2.55550], [-2.82799, 4.49489, 2.33464], [-2.25804, 2.38885, 1.81045], [-2.25273, 0.93548, 1.92815], [-4.27075, 3.61067, 4.16813], [-4.58523, 2.11636, 3.27237], [-3.21403, 2.20843, 4.39423], [-1.69215, 2.80327, 1.08866], [-1.23924, 0.58413, 2.10819], [-2.61311, 0.49389, 0.99645], [-2.89588, 0.61394, 2.73995], [4.82578, -1.60244, -5.65997], [3.99514, -2.80580, -6.03394], [2.96079, -3.08767, -5.44081], [4.42340, -3.57463, -7.05815], [5.61017, -3.40167, -7.87742], [4.34513, -1.09898, -4.82873], [5.82865, -1.90501, -5.35849], [4.90010, -0.90808, -6.49677], [3.82002, -4.35769, -7.25348], [5.33115, -3.27905, -8.92441], [6.25838, -4.27441, -7.79139], [6.16515, -2.52618, -7.56307], [-0.76906, 4.39948, 1.34812], [0.58164, 5.03466, 1.10298], [1.36531, 4.57410, 0.27565], [0.90154, 6.12674, 1.82203], [0.10650, 6.79977, 2.82933], [-0.86965, 3.53970, 0.69445], [-0.86131, 4.06705, 2.38192], [-1.57271, 5.10281, 1.13060], [1.81833, 6.50464, 1.61966], [-0.07530, 7.83461, 2.53582], [0.63706, 6.80391, 3.78211], [-0.84801, 6.30343, 2.96294], [-9.59338, -0.68743, -0.65338], [-9.51225, -0.17905, 0.76868], [-10.35603, 0.56061, 1.24043], [-8.44614, -0.58214, 1.51213], [-7.35717, -1.45558, 1.11578], [-10.48905, -0.28055, -1.10880], [-8.72530, -0.36742, -1.23105], [-9.64932, -1.77614, -0.67356], [-8.44217, -0.20760, 2.44627], [-7.32566, -2.33534, 1.76139], [-6.40375, -0.93027, 1.19776], [-7.48469, -1.78211, 0.09042], [5.36482, 8.82997, 3.02107], [4.59369, 8.00707, 2.01719], [3.49729, 7.53484, 2.27808], [5.15868, 7.80199, 0.80448], [6.44047, 8.27849, 0.31680], [4.77876, 8.89676, 3.93062], [6.32198, 8.36192, 3.25063], [5.54338, 9.83556, 2.64041], [4.59367, 7.24159, 0.18592], [6.30073, 8.90298, -0.56642], [7.07899, 7.43640, 0.04709], [6.94351, 8.86357, 1.07729], [3.35511, -6.00491, 7.16711], [4.54672, -5.44526, 6.42498], [4.89105, -5.87233, 5.33697], [5.23020, -4.42706, 7.01486], [4.96683, -3.79003, 8.29254], [2.92536, -6.79973, 6.56834], [3.65645, -6.41239, 8.13256], [2.59820, -5.23578, 7.32525], [6.01064, -4.09923, 6.47045], [4.77147, -2.72542, 8.15444], [5.82561, -3.89969, 8.95679], [4.10326, -4.23859, 8.76870]], "lowdin_charge": [-0.062, -0.325, -0.270, 0.185, -0.383, 0.577, -0.206, -0.337, -0.008, -0.550, 0.118, 0.128, 0.133, 0.380, -0.437, 0.176, 0.075, 0.068, 0.066, 0.105, 0.092, 0.018, -0.008, -0.007, 0.085, 0.068, 0.141, 0.063, 0.026, -0.005, -0.546, 0.014, 0.021, -0.064, 0.065, 0.093, 0.076, 0.142, 0.071, 0.083, 0.078, -0.014, -0.546, 0.014, 0.017, -0.065, 0.082, 0.051, 0.089, 0.115, 0.078, 0.079, 0.067, -0.011, -0.550, 0.024, 0.019, -0.067, 0.081, 0.084, 0.084, 0.110, 0.084, 0.083, 0.069, -0.001, -0.537, -0.030, -0.001, -0.046, 0.080, 0.080, 0.083, 0.055, 0.052, 0.085, 0.069, -0.001, -0.522, 0.024, 0.018, -0.069, 0.083, 0.087, 0.088, 0.146, 0.085, 0.085, 0.071, -0.021, -0.497, 0.002, 0.023, -0.062, 0.072, 0.104, 0.107, 0.092, 0.084, 0.083, 0.070, -0.009, -0.555, 0.034, 0.005, -0.081, 0.081, 0.068, 0.084, 0.136, 0.080, 0.078, 0.059, -0.007, -0.534, 0.027, 0.017, -0.072, 0.082, 0.085, 0.085, 0.145, 0.084, 0.084, 0.069, -0.009, -0.561, 0.026, 0.005, -0.078, 0.082, 0.083, 0.082, 0.136, 0.081, 0.082, 0.070]}

=====

No. 2
{"formula": "C32H76N3O12P", "method": "ωB97M-V with the def2-TZVPD basis set", "e_homo_ev": -8.5, "lumo_energy_ev": 0.59, "smiles": "CNC[C@@H](OC[C@](N)(CCCCCOC)C[C@@H](C)O)[PH2]=N.COCCOCCOC.COCCOCCOC.COCCOCCOC", "orbital_gap_ev": 9.1, "symbols": ["C", "N", "C", "C", "O", "C", "C", "N", "C", "C", "C", "C", "C", "O", "C", "C", "C", "C", "O", "P", "N", "H", "H", "H", "H", "H", "H", "H", "H", "H", "H", "H", "H", "H", "H", "H", "H", "H", "H", "H", "H", "H", "H", "H", "H", "H", "H", "H", "H", "H", "H", "H", "H", "H", "H", "C", "O", "C", "C", "O", "C", "C", "O", "C", "H", "H", "H", "H", "H", "H", "H", "H", "H", "H", "H", "H", "H", "H", "C", "O", "C", "C", "O", "C", "C", "O", "C", "H", "H", "H", "H", "H", "H", "H", "H", "H", "H", "H", "H", "H", "H", "C", "O", "C", "C", "O", "C", "C", "O", "C", "H", "H", "H", "H", "H", "H", "H", "H", "H", "H", "H", "H", "H", "H"], "positions_angstrom": [[1.26389, -3.67302, 0.49892], [1.50903, -2.39489, 1.14811], [0.60177, -1.37359, 0.66532], [0.85086, 0.00554, 1.30487], [0.84743, -0.00814, 2.71652], [2.05104, -0.32882, 3.41540], [2.64937, 0.85164, 4.25863], [3.88074, 1.32499, 3.58415], [2.97544, 0.29185, 5.65781], [4.19999, -0.63542, 5.72349], [5.43661, 0.02937, 6.34225], [6.73842, -0.73473, 6.06986], [7.53494, -0.12211, 4.93338], [6.79103, -0.27688, 3.74277], [7.54517, -0.09877, 2.56624], [1.62530, 1.98378, 4.41097], [2.15484, 3.25030, 5.11072], [2.25478, 4.44179, 4.16565], [1.28554, 3.63133, 6.18799], [2.31032, 0.78091, 0.50123], [3.55836, -0.13435, 0.25961], [0.23108, -3.98286, 0.68563], [1.42528, -3.64719, -0.59042], [1.92267, -4.43386, 0.92162], [2.45517, -2.08430, 0.93607], [0.66298, -1.24060, -0.43519], [-0.43197, -1.67186, 0.87628], [-0.00685, 0.63509, 1.02298], [1.80305, -1.16891, 4.07178], [2.81465, -0.67266, 2.71979], [4.70054, 1.30594, 4.17598], [3.77806, 2.27129, 3.24133], [3.12496, 1.11348, 6.37079], [2.08121, -0.24157, 5.99278], [4.44760, -1.01768, 4.72871], [3.95430, -1.49994, 6.34842], [5.54135, 1.05608, 5.96380], [5.27313, 0.13492, 7.42037], [6.49735, -1.76701, 5.79247], [7.37185, -0.76714, 6.96047], [7.68572, 0.95291, 5.12367], [8.52610, -0.58717, 4.84297], [8.05664, -1.02859, 2.28697], [8.29421, 0.69556, 2.68319], [6.86030, 0.18575, 1.76689], [1.20465, 2.24168, 3.43621], [0.78620, 1.60593, 5.00304], [3.15549, 3.04541, 5.51078], [3.12022, 4.33286, 3.50209], [2.38671, 5.36305, 4.73550], [1.36231, 4.53233, 3.54281], [1.65121, 3.29973, 7.01674], [2.48457, 1.97462, 1.22554], [1.68983, 1.22864, -0.68236], [4.37455, 0.17039, 0.77737], [-3.88663, 0.95088, -2.74014], [-4.18450, 1.07232, -1.37115], [-5.55191, 1.27396, -1.07387], [-5.84674, 0.72929, 0.30538], [-5.96863, -0.68353, 0.35185], [-4.80082, -1.46019, 0.14933], [-3.81729, -1.45904, 1.29392], [-3.09993, -0.24163, 1.32072], [-2.45150, -0.00594, 2.54959], [-4.06176, 1.88019, -3.29349], [-2.82848, 0.70289, -2.80374], [-4.46842, 0.14303, -3.20101], [-6.19239, 0.76913, -1.80811], [-5.78207, 2.34835, -1.09597], [-6.82454, 1.10066, 0.61856], [-5.09491, 1.09359, 1.00960], [-4.28532, -1.16472, -0.76741], [-5.16225, -2.48319, 0.02446], [-3.12210, -2.29846, 1.14155], [-4.34181, -1.61920, 2.24434], [-3.14834, -0.02400, 3.39537], [-1.99781, 0.98207, 2.48809], [-1.65969, -0.74190, 2.72470], [-1.46213, -3.14100, -2.07994], [-2.62505, -3.80615, -2.51560], [-3.42884, -3.00407, -3.36118], [-4.32184, -3.85081, -4.23620], [-3.64777, -4.46167, -5.32162], [-2.90180, -5.63211, -5.03779], [-3.74394, -6.88096, -4.92055], [-4.43060, -6.91551, -3.68423], [-5.58714, -7.71703, -3.72124], [-1.70297, -2.27120, -1.45458], [-0.88328, -3.84866, -1.48911], [-0.85549, -2.80289, -2.92809], [-2.79889, -2.36802, -3.99614], [-4.05840, -2.35106, -2.73911], [-5.05200, -3.18071, -4.69585], [-4.85963, -4.58548, -3.63235], [-2.28285, -5.50638, -4.14629], [-2.24471, -5.76478, -5.90008], [-3.08329, -7.75589, -5.00260], [-4.45753, -6.91270, -5.75340], [-6.28367, -7.37527, -4.49554], [-6.06972, -7.63620, -2.74928], [-5.34514, -8.76989, -3.90954], [-1.10244, 4.55657, -7.78257], [-0.54918, 4.10422, -6.56980], [0.78105, 4.54388, -6.37446], [1.14575, 4.53183, -4.90850], [0.58497, 5.60163, -4.16828], [-0.77196, 5.47573, -3.78150], [-0.98597, 4.59064, -2.57609], [-0.86632, 3.22478, -2.92408], [-0.53669, 2.40725, -1.82595], [-0.57187, 4.14430, -8.64916], [-2.13729, 4.22142, -7.81297], [-1.07899, 5.65052, -7.84719], [0.90740, 5.56020, -6.76828], [1.47411, 3.88013, -6.91099], [2.22617, 4.67839, -4.84363], [0.90007, 3.56458, -4.46415], [-1.39569, 5.14053, -4.61352], [-1.08130, 6.48502, -3.50117], [-1.99064, 4.78430, -2.17362], [-0.25280, 4.85174, -1.80251], [0.40230, 2.72908, -1.35886], [-0.41405, 1.39303, -2.20333], [-1.33211, 2.40899, -1.07066]], "lowdin_charge": [-0.135, -0.107, -0.241, -0.456, -0.165, -0.144, -0.461, 0.109, -0.141, -0.191, -0.206, -0.173, -0.253, -0.208, -0.102, -0.091, -0.426, -0.046, -0.045, 0.779, -0.273, 0.073, 0.076, 0.077, 0.070, 0.113, 0.105, 0.113, 0.129, 0.093, 0.052, 0.053, 0.108, 0.119, 0.110, 0.116, 0.101, 0.113, 0.120, 0.112, 0.126, 0.122, 0.091, 0.089, 0.078, 0.105, 0.134, 0.127, 0.072, 0.081, 0.083, 0.089, 0.008, -0.012, -0.047, -0.104, -0.208, -0.201, -0.182, -0.119, -0.186, -0.202, -0.202, -0.106, 0.093, 0.078, 0.081, 0.130, 0.128, 0.128, 0.123, 0.103, 0.133, 0.124, 0.131, 0.093, 0.090, 0.080, -0.107, -0.187, -0.208, -0.181, -0.121, -0.186, -0.211, -0.195, -0.114, 0.080, 0.072, 0.094, 0.129, 0.107, 0.129, 0.124, 0.123, 0.128, 0.128, 0.127, 0.088, 0.087, 0.088, -0.114, -0.196, -0.211, -0.186, -0.122, -0.185, -0.204, -0.195, -0.129, 0.088, 0.087, 0.088, 0.127, 0.128, 0.128, 0.123, 0.123, 0.128, 0.129, 0.128, 0.061, 0.085, 0.094]}